# 1
The following is a quantum chemistry calculation of a single C4H8N2 molecule, from OMol25.

Properties
E_tot, Ha: -266.69225

```
14
Properties=species:S:1:pos:R:3:forces:R:3
C 0.8099 -0.3583 -0.9496 0.038 -0.050 -0.139
C 1.9103 -0.1356 0.0227 0.689 0.218 0.735
C -1.0840 -0.9928 0.3947 -0.097 -0.136 0.078
H -0.4635 -1.2307 1.2774 -0.083 0.051 -0.092
H -1.5044 1.7189 0.2717 0.118 -0.089 -0.002
N -0.4943 0.0310 -0.4510 0.024 -0.003 0.043
H 1.0547 0.2000 -1.8610 -0.020 -0.005 0.180
H 0.7934 -1.4199 -1.2174 0.007 0.169 0.015
H -1.2427 -1.9089 -0.1838 0.041 0.116 0.101
H 0.1317 2.0347 -0.3325 -0.107 -0.076 0.010
N 2.7184 0.1225 0.8094 -0.741 -0.316 -0.742
H -0.0852 1.2595 1.2482 -0.003 0.014 -0.149
C -0.4857 1.3231 0.2224 -0.006 0.167 0.015
H -2.0585 -0.6435 0.7488 0.139 -0.059 -0.055
```
Forces are in eV/Å.

Here are the Mulliken charges for atoms 1 to 6, given in e:
1. C -0.575
2. C 0.383
3. C -0.935
4. H 0.355
5. H 0.313
6. N -0.074



# 2
The following is a quantum chemistry calculation of a molecular structure, C47H59NO2SbSi4Ti, from OMol25.

Properties
E_tot, Ha: -4279.46463
Charge: -1
Multiplicity: 3

```
115
Properties=species:S:1:pos:R:3:forces:R:3
C 2.7103 -0.7008 -5.4139 -0.023 -0.020 0.058
H -0.3200 -2.1416 -4.9502 0.035 0.020 0.018
C 3.0610 -0.4941 -4.0824 -0.057 0.048 -0.023
H -2.0643 -3.3054 1.5576 -0.029 -0.056 -0.031
H 5.2340 3.0245 0.9843 -0.015 -0.023 -0.013
H -5.8838 3.6294 0.0496 0.086 -0.059 -0.058
N -1.7924 3.6240 -0.2150 0.241 0.089 0.082
H 2.4761 3.5010 1.4280 -0.054 0.070 0.015
C 1.6374 2.6935 -3.4784 0.020 0.033 -0.061
H 4.3011 -1.7392 0.9678 -0.010 -0.052 -0.019
Ti 0.3663 0.3038 -0.0980 -0.025 1.095 -1.246
C 1.5887 -4.0470 2.7742 -0.031 -0.088 -0.076
H -5.5948 -3.4037 -0.4396 0.036 0.111 -0.001
C 1.1084 4.6096 2.6457 0.112 -0.049 0.017
C 1.4945 -1.2933 -5.7349 0.027 0.005 0.058
H -0.7386 2.0158 2.7021 -0.020 0.014 0.098
C -3.0528 -3.4284 1.1182 0.208 0.180 0.231
H 0.2982 -1.7425 -2.6019 -0.038 -0.011 0.036
H -5.8258 -1.7615 -1.0791 0.035 -0.100 0.127
O 0.9795 0.6543 1.5601 0.660 -0.239 1.606
C 4.1221 1.4643 0.0012 0.174 -0.092 -0.109
C 1.6963 -2.6922 2.9871 0.023 0.058 0.023
H -5.8014 -2.0439 0.6746 0.013 -0.064 -0.089
H -1.7912 -0.8296 4.4309 -0.056 0.010 -0.051
C 5.3598 0.0825 -1.5078 0.016 0.036 0.052
H 5.2476 -3.9454 1.4844 -0.022 0.016 -0.021
C 1.1639 -1.7296 2.0887 -0.188 0.153 -0.144
H 4.0108 -0.0177 -3.8554 -0.085 -0.015 -0.035
Si -4.9795 1.3459 -0.3291 0.030 0.529 -0.757
H -4.8177 1.6172 2.7217 0.046 -0.147 0.091
C -1.1153 4.7746 1.7796 -0.030 0.030 -0.012
H -2.2789 2.7835 3.0939 0.078 -0.130 0.015
C 3.5453 -4.7409 -1.3264 -0.026 0.092 0.019
H 3.3875 -0.3963 -6.2059 -0.023 -0.013 0.041
H 0.8905 -5.5823 1.4242 -0.001 0.041 0.019
H 3.0945 -0.2214 3.6673 -0.010 0.014 0.034
H -0.4755 5.7194 3.5888 -0.008 -0.037 0.010
H -2.1343 5.1458 1.8606 0.045 -0.033 -0.006
C -0.7840 3.9685 0.6865 0.171 0.014 -0.030
C -2.1005 -1.1338 3.4251 0.195 -0.225 -0.239
H -6.6404 1.3053 1.5493 -0.050 -0.019 -0.099
H -1.2624 -1.6617 2.9669 -0.016 0.019 0.068
H -4.2696 3.5024 0.7812 -0.151 -0.057 -0.129
Si 2.5386 -0.6143 -1.1677 0.499 -0.463 -0.258
H -3.7973 -3.3769 1.9192 0.072 -0.028 -0.044
H -1.5117 1.6843 4.2620 -0.071 -0.005 -0.088
H 2.3847 -3.3808 -2.4953 0.037 -0.038 0.046
C 6.4665 1.8831 -0.3517 -0.073 -0.006 -0.004
H -2.9333 -1.8354 3.5161 0.052 0.020 0.001
H 1.2218 -1.4545 -6.7715 0.002 0.004 0.014
H -7.3902 1.4013 -0.0547 0.105 -0.014 0.002
H 2.0184 -4.7414 3.4863 0.025 0.019 -0.020
C 1.0439 2.9747 -0.7812 -0.307 0.239 -0.174
C -1.7006 1.8594 3.1958 0.146 0.155 -0.186
H -3.4726 -2.4389 -2.6879 0.101 -0.037 0.077
Si -2.6389 0.4028 2.4930 -0.213 0.038 0.224
C 0.5481 3.5277 0.5267 0.110 -0.001 0.033
H -4.4356 3.6979 -0.9762 -0.073 -0.086 0.144
H 2.0207 1.1889 3.6675 0.009 0.026 0.018
C 4.0756 -2.5784 0.3135 -0.023 -0.055 0.019
H -5.0675 -0.1402 2.6327 0.001 0.077 0.083
H -2.8730 -3.9190 -1.9052 -0.039 0.076 -0.006
H 3.1943 1.7127 0.5018 -0.009 -0.021 0.008
C -0.1870 5.0931 2.7530 -0.048 0.021 -0.061
C 0.4413 1.8807 -1.4778 0.430 1.060 -0.578
C 3.0046 -3.4899 -1.6119 0.099 0.010 0.098
H 3.1634 4.1838 -3.1626 -0.006 0.008 0.004
C -5.3557 -2.3442 -0.2791 -0.130 0.201 -0.070
C 1.3668 -0.3468 2.3778 -0.086 0.018 0.086
H 5.4180 -0.7702 -2.1806 0.005 0.065 0.062
H -6.8237 -0.1547 0.5700 -0.005 0.113 -0.016
C 2.3795 3.5849 -2.7150 0.020 0.013 0.032
C 6.5100 0.8172 -1.2448 -0.068 -0.016 0.005
C 3.2551 -2.3730 -0.8020 -0.105 -0.126 0.036
H 1.8437 4.8253 3.4129 -0.020 0.000 -0.061
C -4.8742 3.2231 -0.0900 0.074 0.097 0.144
C -4.4242 0.6449 3.0423 -0.140 0.070 -0.055
O -0.2377 -1.4380 0.0900 -0.294 -2.054 0.593
H 4.7788 -5.8865 0.0171 -0.027 0.061 -0.022
H -1.8190 -2.4979 -2.0509 -0.106 -0.083 0.018
C 0.9459 -4.5198 1.6303 0.071 -0.019 0.067
C 5.2708 2.2011 0.2782 0.000 -0.064 -0.037
C 2.2064 -0.8558 -3.0390 0.014 0.085 -0.080
H -5.6902 0.0869 -2.3880 0.040 0.112 0.002
C 4.3562 -4.9130 -0.2125 -0.017 0.003 0.000
C 0.4327 -2.2420 0.9554 -0.010 0.115 0.034
H 0.1928 1.1526 -3.4865 0.003 -0.210 -0.077
C -5.3565 1.1078 -2.1706 0.049 -0.077 -0.069
C 4.1359 0.3969 -0.9034 0.013 0.207 -0.061
H 2.2283 -2.3420 3.8629 -0.030 -0.031 -0.037
C 0.3814 -3.6143 0.7479 -0.109 -0.013 -0.144
H 7.3623 2.4573 -0.1427 -0.012 -0.019 -0.006
H -4.4792 0.5982 4.1376 0.033 0.016 -0.102
C 0.9872 -1.4515 -3.3898 0.128 0.009 -0.089
H 1.8163 2.6100 -4.5460 -0.016 -0.024 0.044
Sb -2.6117 0.2775 -0.1329 -1.253 -0.316 1.035
H -6.1461 1.7972 -2.4928 0.042 -0.070 0.028
H -3.0994 -4.4272 0.6691 -0.041 0.080 0.016
C 0.7095 1.8694 -2.8646 -0.087 0.061 0.177
H -2.5286 4.3087 -0.2744 0.034 0.003 -0.052
H 3.3336 -5.5819 -1.9797 0.004 0.039 0.026
C 0.6322 -1.6775 -4.7138 0.033 0.039 -0.005
H 7.4448 0.5529 -1.7273 -0.019 0.006 0.004
C 2.0531 3.7433 -1.3801 -0.200 0.074 -0.055
H -1.4462 3.3310 -1.1169 0.065 -0.136 -0.148
H 1.5506 -0.2894 4.5289 0.034 0.001 0.012
H 2.5377 4.5203 -0.7991 0.000 0.026 0.004
C -2.8487 -2.8243 -1.8718 0.152 0.108 -0.133
C 1.4563 3.8587 1.5328 0.041 -0.124 0.101
C 4.6191 -3.8236 0.6082 -0.041 0.062 -0.013
Si -3.4748 -2.1789 -0.2185 -0.077 -0.206 -0.263
C 2.0476 0.1012 3.6350 -0.044 0.057 -0.128
H -0.1348 -3.9596 -0.1431 0.022 0.033 0.049
C -6.6021 0.9137 0.5314 0.073 -0.344 0.282
H -4.4642 1.2983 -2.7776 -0.117 0.007 0.050
```
Forces are in eV/Å.

Here are the Mulliken charges for atoms 1 to 6, given in e:
1. C -0.651
2. H 0.432
3. C -0.478
4. H -0.001
5. H 0.415
6. H 0.483



# 3
The following is a quantum chemistry calculation of a single C4H6N2O molecule, from OMol25.

Properties
E_tot, Ha: -340.75618

```
13
Properties=species:S:1:pos:R:3:forces:R:3
H 2.7846 0.6729 0.1863 -0.062 -0.073 0.003
C -0.0080 -0.9506 -0.0869 0.198 0.243 -0.248
H -1.9986 0.6849 0.9139 -0.611 0.197 0.278
C 1.7433 0.4124 0.0914 0.108 0.056 0.054
N 1.3347 -0.9165 0.1068 -0.053 -0.123 -0.178
H 1.9281 -1.7250 0.1675 0.012 0.085 -0.017
C 0.6407 1.2048 -0.0710 0.169 -0.015 -0.083
O -0.7687 -2.0645 -0.0808 0.042 0.057 -0.050
C -0.4698 0.3244 -0.2230 -0.077 -0.081 0.404
H 0.6155 2.2886 -0.0790 0.086 -0.234 -0.039
H -2.2696 1.2657 -0.5927 0.089 -0.093 -0.025
N -1.8759 0.4947 -0.0664 -0.064 0.302 -0.237
H -1.6563 -1.6919 -0.2661 0.164 -0.321 0.139
```
Forces are in eV/Å.

Here are the Mulliken charges for atoms 1 to 6, given in e:
1. H 0.401
2. C -0.342
3. H 0.224
4. C -0.630
5. N 0.014
6. H 0.199